No. 1
{
  "formula": "C50H62F3NO3S2SiTa",
  "method": "wB97M-V/def2-TZVPD",
  "lumo_ha": 0.0556,
  "gap_ev": 5.95,
  "charge": -1,
  "homo_ev": -4.432,
  "elements": ["C", "F", "H", "C", "H", "H", "H", "H", "C", "C", "H", "O", "H", "H", "H", "C", "H", "C", "H", "H", "H", "H", "H", "H", "H", "H", "H", "H", "C", "H", "H", "C", "H", "C", "C", "C", "H", "H", "H", "C", "C", "C", "C", "C", "C", "C", "C", "C", "H", "H", "C", "H", "C", "C", "C", "C", "C", "H", "F", "H", "H", "H", "H", "C", "Ta", "S", "H", "C", "H", "H", "C", "H", "O", "H", "H", "H", "C", "C", "O", "C", "H", "H", "H", "C", "H", "C", "H", "C", "H", "C", "H", "C", "C", "C", "H", "H", "C", "N", "H", "H", "H", "C", "C", "H", "H", "C", "C", "H", "H", "C", "H", "Si", "C", "C", "C", "H", "S", "C", "H", "H", "C", "H", "F"],
  "coordinates": [[-4.97095, 1.81571, 2.01126], [-2.49870, 5.03489, 2.60490], [-12.17421, 1.77447, 5.31047], [0.93100, 2.42975, 3.49103], [2.34503, -4.64976, -2.34350], [4.80049, -2.10203, 0.21423], [0.05832, 1.15792, 9.40324], [6.27655, -0.85125, -3.27294], [4.83200, -1.03228, 0.48175], [1.07705, -5.83714, -3.53989], [5.63476, -2.22309, -2.34954], [2.69150, 1.91313, -7.89744], [2.47765, 3.82402, -7.27304], [-5.62390, 0.96614, 1.85513], [-6.34981, 2.83485, 3.29629], [2.32235, 2.53573, -5.53550], [2.52872, 1.02084, -7.57294], [1.57203, -0.26505, -0.80216], [0.53803, 0.04856, -1.01965], [0.49108, 1.42687, -5.46774], [0.06847, -5.19219, 2.33700], [-0.97318, -3.31147, 1.10148], [0.27773, 2.32738, 4.35208], [0.95989, 2.79773, -7.24630], [-3.40200, 1.03642, 0.76942], [3.70278, 3.40569, -1.59470], [-2.44889, 2.19386, 6.11110], [0.67317, 2.41029, -2.70953], [1.01278, 2.15727, -4.82578], [2.22117, 0.87765, 4.17386], [-1.06652, -3.28715, -1.32390], [-9.65832, 1.72925, 3.04597], [-9.58625, 4.95899, 4.05688], [-9.27819, 3.05328, 3.14362], [0.42375, -6.24962, -0.83721], [3.40472, -6.86501, -4.64465], [4.06352, -1.02570, -4.19153], [0.02276, -7.08741, -4.90854], [6.25279, 2.20366, -1.44987], [1.04521, 1.60718, -3.36724], [-1.17575, 1.56861, 7.70968], [-3.31029, 3.97597, 2.40857], [6.15369, -1.25792, -2.26192], [2.04144, 1.60645, 3.38534], [-1.99315, 2.46966, 7.05378], [2.03370, -1.24139, -4.82050], [-0.00638, -5.18345, 1.25487], [-0.63384, -4.14428, -0.82266], [4.11507, 1.63078, -3.53738], [-0.13091, 4.00403, 2.56764], [2.16706, -7.25553, -5.08428], [0.80947, -7.10887, -1.38035], [-10.70272, 1.26855, 3.83454], [-11.35715, 2.13580, 4.69940], [3.01336, 2.71735, -1.07997], [-2.88853, 2.94437, 1.59358], [2.03587, 2.85357, -7.03579], [0.43351, -1.51384, -3.29267], [-0.96219, 0.35742, 7.16749], [2.39482, -2.07691, -5.45109], [1.97436, -0.39562, -5.51172], [3.11491, -2.05396, -3.15241], [2.98077, 1.66033, -5.55776], [-0.57165, -4.15833, 0.55256], [2.93302, 0.77003, -2.37243], [-2.23601, -3.75157, -3.63301], [2.03686, 3.21336, -1.10649], [2.31616, -5.41417, -3.11984], [2.11641, -7.99085, -5.88574], [0.27195, 0.82537, -3.28824], [-0.79005, 3.13969, 9.46616], [-4.84156, 4.77674, 3.66477], [1.45859, -2.16733, 0.65474], [2.70712, -2.16476, -0.97265], [4.33208, -7.26111, -5.04628], [1.37965, 4.13885, 0.63041], [-3.72478, 1.85510, 1.39903], [0.73579, 3.35209, 2.49165], [3.56367, 2.55343, 0.26481], [-4.54418, 3.95203, 3.02944], [1.77350, 0.10607, 0.21350], [-1.91724, 2.99482, 1.11843], [0.98957, -7.09634, 1.00211], [6.38088, 1.36886, -0.75599], [-9.14030, 1.07154, 2.36008], [2.67321, 2.56818, 1.27967], [1.77576, -3.07167, 0.77069], [-1.61215, 4.05389, 8.82225], [-11.00629, 0.23180, 3.77360], [-0.14843, -5.20548, -1.55454], [-2.85943, 4.42706, 7.11610], [-10.96380, 3.46489, 4.78069], [2.89400, 1.66495, 2.31788], [3.47920, -5.91229, -3.64446], [7.15037, -1.46006, -1.84073], [-0.09379, -1.10130, -4.90751], [0.99659, -6.77031, -4.54790], [-0.17441, -5.35799, -2.98840], [6.19163, 1.69800, 0.27322], [3.74659, 0.99304, 2.29793], [-0.31583, 3.40236, 10.40286], [-2.21536, 3.71694, 7.61797], [-5.38179, 2.86452, 2.82378], [2.81633, 3.37167, -5.03436], [0.36080, 3.04721, -4.84996], [1.59122, 3.41449, 1.41448], [-9.91339, 3.92890, 4.00202], [4.40649, -5.51836, -3.24088], [0.96627, -2.31769, -1.33908], [0.63177, -1.70759, -4.34935], [3.84881, -0.80965, 0.90305], [5.15173, -0.06202, -1.13572], [-0.57290, 1.88649, 8.91142], [0.51017, -6.24482, 0.52575], [-0.69461, -4.26043, -3.72212], [5.65548, -0.92785, 1.19949], [0.41276, -3.43494, -4.88873], [3.08306, -1.09269, -3.69049], [7.41226, 0.99129, -0.80407], [-11.47575, 4.14214, 5.45168], [1.70771, -1.78001, -0.72727], [-1.78346, 5.02984, 9.25818], [-8.26180, 3.50043, 2.38335]],
  "atomic_forces_ev_per_a": [[-0.04, -0.04, 0.01], [0.01, 0.05, 0.01], [0.01, 0.01, -0.01], [0.25, -0.30, 0.35], [0.12, -0.12, -0.11], [0.01, 0.17, 0.07], [0.01, -0.01, -0.05], [0.01, -0.02, 0.17], [0.19, -0.52, -0.44], [-0.64, -0.70, -0.20], [0.05, 0.15, -0.06], [0.09, 0.16, -0.24], [-0.38, -0.05, -0.29], [0.02, 0.01, 0.00], [0.04, 0.01, 0.06], [-0.87, -0.37, -0.66], [-0.06, 0.12, 0.08], [0.65, 0.03, -0.32], [0.11, -0.19, 0.00], [0.17, 0.07, 0.09], [-0.13, 0.17, -0.10], [0.09, -0.04, -0.18], [-0.06, 0.17, -0.17], [0.10, 0.45, 0.09], [0.03, 0.03, 0.00], [-0.14, -0.05, 0.13], [0.03, -0.03, 0.01], [0.15, -0.21, 0.04], [-0.47, 0.11, 0.14], [0.06, 0.06, -0.15], [-0.05, -0.11, 0.14], [0.12, -0.17, -0.14], [0.01, -0.02, -0.04], [-0.26, -0.10, 0.15], [0.17, -0.83, -0.84], [0.84, 0.30, 0.27], [-0.11, 0.02, 0.18], [0.13, -0.04, 0.04], [0.06, -0.07, 0.14], [0.30, 0.56, -0.61], [-0.07, 0.37, 0.14], [-0.23, -0.29, -0.06], [-0.02, -0.14, 0.23], [-0.27, -0.47, 0.91], [-0.13, -0.11, -0.26], [0.40, -1.48, 0.05], [0.45, -0.83, 0.33], [-0.41, 0.46, -0.86], [0.17, -0.15, 0.32], [0.21, 0.12, -0.22], [0.04, -1.13, -1.21], [-0.04, 0.13, 0.05], [-0.02, 0.17, 0.06], [-0.07, -0.04, 0.04], [0.88, -0.32, -0.75], [0.28, 0.03, -0.15], [0.62, -0.53, 0.68], [0.20, -0.45, -0.03], [0.00, -0.03, 0.00], [-0.01, 0.32, -0.10], [-0.17, 0.16, 0.43], [-0.03, 0.19, 0.02], [0.21, 0.35, 0.33], [-0.62, 0.98, 0.73], [-2.22, -0.19, -0.12], [-0.01, -0.07, 0.30], [0.09, -0.08, 0.41], [-0.21, 1.00, 1.17], [-0.07, 0.09, 0.12], [0.23, 0.03, 0.06], [-0.10, 0.01, -0.12], [0.02, 0.01, -0.03], [0.17, -0.03, -0.16], [-0.10, 0.27, -0.19], [-0.26, -0.11, -0.16], [0.10, -0.07, 0.12], [-0.15, 0.07, 0.09], [-0.81, 0.13, 0.46], [-0.76, 0.26, -0.11], [-0.05, 0.16, 0.15], [0.12, 0.05, -0.21], [0.01, 0.00, 0.05], [-0.11, 0.17, 0.10], [-0.11, -0.55, 0.31], [0.02, 0.04, 0.00], [0.51, -0.57, 0.49], [-0.09, 0.09, -0.01], [-0.03, 0.09, 0.04], [0.02, 0.01, -0.03], [-0.12, -0.78, 0.27], [0.02, -0.02, -0.04], [0.03, -0.15, -0.06], [0.64, -0.27, -0.01], [0.16, 0.24, 0.29], [-0.14, 0.06, -0.08], [-0.13, -0.24, 0.26], [-0.40, 0.12, 0.03], [0.81, 1.86, -0.17], [0.03, 0.19, -0.24], [-0.06, 0.13, -0.26], [0.00, -0.03, -0.01], [0.11, -0.05, 0.13], [0.30, -0.12, -0.05], [0.11, -0.25, 0.00], [0.10, -0.15, -0.08], [-0.34, 0.90, -1.24], [0.06, 0.23, 0.03], [0.07, -0.21, -0.26], [0.29, 0.26, -0.22], [-0.64, 1.40, -0.67], [0.28, 0.12, 0.23], [0.71, 0.31, -0.13], [0.15, -0.17, 0.11], [0.24, -0.31, 0.53], [-0.29, 0.23, -0.27], [-0.29, 0.15, 0.08], [0.55, -0.62, 0.18], [0.06, 0.34, -0.24], [-0.11, 0.15, -0.05], [0.03, 0.01, 0.00], [-0.28, -0.13, 1.02], [0.01, -0.01, -0.01], [-0.18, 0.07, -0.07]]
}



No. 2
{
  "formula": "HN4O4",
  "method": "wB97M-V/def2-TZVPD",
  "lumo_ha": [0.0981, 0.0981],
  "gap_ev": [7.49, 7.49],
  "relative_energy_kcal_mol": 47.0,
  "charge": -1,
  "homo_ev": [-4.824, -4.824],
  "elements": ["N", "N", "N", "O", "O", "N", "O", "H", "O"],
  "coordinates": [[-1.42015, -1.34229, -0.49902], [-1.57456, -0.45725, 0.32095], [1.19583, 1.46199, 0.41633], [-2.70034, -1.65290, -0.45474], [0.43088, 2.38263, 0.66525], [0.77735, 0.25082, 0.42549], [-0.56617, -1.85739, -1.15191], [1.45149, -0.42917, 0.09925], [2.40568, 1.64356, 0.17841]],
  "atomic_forces_ev_per_a": [[-0.50, -0.95, -0.63], [1.01, 1.79, 1.26], [1.04, -0.80, -0.23], [-0.17, -0.20, -0.16], [-0.68, 0.79, 0.22], [-2.74, -1.60, 0.28], [0.63, -0.32, -0.43], [0.45, 0.59, -0.06], [0.96, 0.69, -0.24]]
}